This record from the Open Molecules 2025 dataset describes a cluster of 12 separate species, C70H158N6O14 in total in a non-equilibrium geometry. The level of theory is the ωB97M-V functional and the def2-TZVPD basis.

The geometry in ORCA input format:
```
! wB97M-V def2-TZVPD RIJCOSX def2/J DEFGRID3
* xyz 0 1
C 23.039 19.746 12.399
C 22.294 19.615 13.673
C 23.097 18.686 14.665
C 22.056 21.008 14.260
C 20.967 21.112 15.350
C 19.640 20.577 14.782
C 19.794 19.133 14.284
C 19.953 18.155 15.560
C 18.586 18.708 13.510
N 20.925 19.089 13.366
O 21.038 17.780 12.769
H 24.014 20.089 12.606
H 23.149 18.837 11.865
H 22.516 20.497 11.795
H 22.947 17.636 14.371
H 24.152 18.944 14.551
H 22.695 18.861 15.666
H 22.979 21.415 14.675
H 21.701 21.692 13.481
H 21.288 20.558 16.305
H 20.816 22.075 15.744
H 19.286 21.187 13.896
H 18.850 20.560 15.536
H 20.099 18.706 16.479
H 20.874 17.537 15.554
H 19.091 17.485 15.733
H 18.554 19.223 12.541
H 17.695 18.923 14.138
H 18.510 17.615 13.317
H 21.204 17.155 13.491
C 11.789 11.211 21.563
C 12.132 11.983 20.279
C 11.604 11.121 19.063
C 11.400 13.309 20.342
C 11.912 14.194 21.496
C 13.406 14.464 21.162
C 14.209 13.098 20.998
C 15.621 13.485 20.460
C 14.334 12.510 22.445
N 13.582 12.270 20.016
O 14.211 11.020 20.035
H 12.523 10.425 21.727
H 11.754 11.853 22.445
H 10.864 10.628 21.449
H 11.934 10.093 19.102
H 10.475 11.186 19.173
H 11.860 11.556 18.100
H 11.567 13.824 19.402
H 10.284 13.136 20.414
H 11.413 15.157 21.409
H 11.691 13.768 22.453
H 13.935 14.928 22.006
H 13.610 15.163 20.353
H 15.403 14.048 19.540
H 16.371 12.723 20.297
H 15.999 14.233 21.185
H 13.427 12.867 22.946
H 15.188 12.854 23.002
H 14.328 11.411 22.416
H 14.446 10.930 19.067
C 12.766 22.027 15.662
C 13.761 21.748 14.583
C 15.156 22.344 14.952
C 13.912 20.201 14.409
C 14.728 19.808 13.138
C 14.013 20.425 11.975
C 13.788 21.964 12.057
C 15.129 22.636 11.740
C 12.698 22.349 11.058
N 13.252 22.277 13.342
O 13.174 23.748 13.503
H 13.079 21.410 16.528
H 12.633 23.092 15.906
H 11.696 21.726 15.459
H 15.406 22.112 16.011
H 16.073 21.959 14.500
H 15.067 23.430 14.871
H 14.502 19.850 15.289
H 12.921 19.730 14.404
H 15.745 20.154 13.304
H 14.815 18.730 13.134
H 12.995 20.028 11.988
H 14.341 20.128 10.978
H 15.936 22.347 12.457
H 15.100 23.766 11.849
H 15.565 22.361 10.767
H 11.779 21.814 11.251
H 13.050 22.172 10.029
H 12.407 23.394 11.248
H 12.234 23.834 13.653
C 13.704 27.951 17.976
C 13.410 26.490 18.289
C 11.922 26.346 18.324
C 13.909 25.473 17.249
C 15.459 25.533 17.193
C 16.019 25.179 18.609
C 15.348 25.943 19.779
C 15.542 25.122 21.088
C 16.148 27.307 19.885
N 13.893 26.008 19.582
O 13.352 26.875 20.651
H 14.736 28.298 17.916
H 13.203 28.135 17.015
H 13.165 28.572 18.736
H 11.513 26.546 17.364
H 11.718 25.318 18.676
H 11.476 27.097 19.040
H 13.625 24.466 17.588
H 13.544 25.720 16.229
H 15.917 24.834 16.494
H 15.858 26.486 16.785
H 17.081 25.382 18.698
H 15.986 24.076 18.773
H 15.134 24.097 20.898
H 14.996 25.529 21.899
H 16.595 25.020 21.361
H 16.449 27.524 18.876
H 16.989 27.013 20.482
H 15.653 28.103 20.354
H 13.805 27.722 20.557
C 24.434 17.787 19.530
C 23.144 18.654 19.594
C 23.560 20.015 18.881
C 21.999 18.061 18.839
C 21.307 16.799 19.567
C 20.820 17.340 20.945
C 21.988 17.872 21.815
C 21.350 18.479 23.081
C 22.924 16.767 22.224
N 22.685 18.958 20.991
O 23.752 19.525 21.734
H 24.417 16.845 20.093
H 24.654 17.561 18.506
H 25.212 18.472 19.937
H 23.809 19.758 17.854
H 22.735 20.761 18.968
H 24.442 20.494 19.365
H 21.197 18.835 18.665
H 22.283 17.787 17.839
H 20.507 16.306 18.967
H 22.024 16.005 19.786
H 20.284 16.584 21.551
H 20.145 18.186 20.779
H 20.613 19.229 22.773
H 21.984 18.917 23.844
H 20.834 17.667 23.629
H 23.092 16.080 21.375
H 22.589 16.099 23.042
H 23.930 17.135 22.505
H 24.447 18.849 21.752
C 16.735 19.325 17.092
C 16.705 20.302 18.314
C 17.479 21.596 17.881
C 15.311 20.701 18.697
C 14.567 19.529 19.302
C 15.293 18.985 20.515
C 16.720 18.500 20.213
C 17.347 18.261 21.589
C 16.755 17.181 19.459
N 17.398 19.662 19.531
O 18.770 19.379 19.242
H 16.647 19.955 16.210
H 17.704 18.820 17.179
H 15.913 18.624 17.084
H 17.061 22.050 17.000
H 17.486 22.433 18.646
H 18.529 21.330 17.617
H 15.237 21.519 19.428
H 14.873 21.052 17.767
H 13.533 19.797 19.495
H 14.474 18.806 18.465
H 14.748 18.191 21.032
H 15.386 19.766 21.303
H 17.731 19.184 22.044
H 18.113 17.477 21.474
H 16.580 17.827 22.189
H 16.259 16.594 20.214
H 17.773 16.839 19.193
H 16.182 17.279 18.533
H 19.317 20.122 19.583
C 10.151 22.624 18.084
C 9.746 21.464 18.963
C 9.875 20.192 18.136
O 10.612 21.380 20.106
H 11.209 22.542 17.818
H 9.907 23.596 18.502
H 9.532 22.597 17.159
H 8.697 21.572 19.300
H 10.954 20.080 17.924
H 9.287 20.279 17.242
H 9.558 19.257 18.598
H 10.874 22.276 20.418
C 11.762 18.010 21.699
C 11.452 18.783 22.957
C 12.375 20.010 22.913
O 10.087 19.183 23.052
H 11.092 17.174 21.446
H 12.757 17.575 21.774
H 11.782 18.614 20.779
H 11.681 18.078 23.771
H 13.428 19.751 23.017
H 11.979 20.731 23.630
H 12.262 20.532 21.989
H 9.913 19.841 22.403
C 15.522 16.003 24.345
C 14.727 17.345 24.587
C 14.171 17.384 25.997
O 15.599 18.446 24.296
H 15.546 15.811 23.244
H 14.938 15.143 24.722
H 16.520 16.100 24.778
H 13.922 17.466 23.870
H 13.270 16.769 25.987
H 13.728 18.348 26.147
H 14.822 17.127 26.825
H 15.053 19.229 24.372
C 17.478 18.751 27.577
C 18.267 18.799 26.286
C 18.383 20.278 25.919
O 19.562 18.168 26.459
H 16.610 19.446 27.586
H 18.071 19.167 28.398
H 17.101 17.811 27.929
H 17.725 18.264 25.512
H 18.884 20.429 24.959
H 18.868 20.877 26.695
H 17.373 20.682 25.765
H 19.778 18.268 27.390
O 14.289 16.431 16.964
C 13.097 15.742 17.428
C 12.262 16.796 18.181
O 11.040 16.203 18.692
H 15.042 15.841 17.086
H 12.501 15.374 16.561
H 13.189 14.936 18.160
H 12.008 17.683 17.529
H 12.788 17.124 19.089
H 10.496 15.978 17.981
O 18.172 22.079 21.245
C 19.324 22.790 20.889
C 20.568 22.005 21.057
O 20.624 20.806 20.224
H 18.200 21.230 20.771
H 19.160 23.234 19.895
H 19.398 23.669 21.555
H 20.639 21.640 22.110
H 21.450 22.604 20.822
H 21.412 20.274 20.574
*
```

* SMILES string: CC1(C)CCCC(C)(C)N1O.CC1(C)CCCC(C)(C)N1O.CC1(C)CCCC(C)(C)N1O.CC1(C)CCCC(C)(C)N1O.CC1(C)CCCC(C)(C)N1O.CC1(C)CCCC(C)(C)N1O.CC(C)O.CC(C)O.CC(C)O.CC(C)O.OCCO.OCCO
* orbital gap: 8.517 eV
* E_tot: -112748.782 eV
* energy above the lowest of the compared OMol25 structures with the same formula, charge and spin: 0.000 eV
* molar mass: 1308.06 g/mol